Record 1
# C30H44BrClN2P2Pd

A structure of composition C30H44BrClN2P2Pd (ωB97M-V with the def2-TZVPD basis set, OMol25).

For the energy relative to the best compared isomer or geometry (same formula, charge and spin), the calculation gives 185.5 kJ/mol. For the orbital gap (alpha / beta), the calculation gives 5.828 / 5.827 eV. The largest force on an atom is 5.29 eV/A.

ORCA input file:
```
! RIJCOSX wB97M-V def2-TZVPD def2/J DEFGRID3
* xyz 0 1
N -5.871 4.268 -5.380
C -5.738 4.641 -4.100
C -4.981 3.890 -3.181
C -4.270 2.728 -3.600
C -4.444 2.363 -4.959
C -5.251 3.159 -5.801
C -3.382 2.094 -2.619
Pd -0.765 0.279 -1.047
P 3.865 -0.537 -0.668
C -2.429 1.105 -2.834
C -1.018 1.507 -2.772
C -0.222 1.425 -3.982
C 0.727 2.420 -4.276
C 1.037 3.510 -3.390
C 0.363 3.460 -2.125
C -0.673 2.537 -1.813
Br 2.336 4.701 -3.770
H -3.400 2.608 -1.658
H -2.693 0.177 -3.361
H -4.933 4.243 -2.159
H -3.973 1.482 -5.392
H -6.259 5.559 -3.789
H -5.404 2.902 -6.863
H -0.507 0.655 -4.690
H -1.479 2.835 -1.097
H 1.170 2.393 -5.253
H 0.599 4.215 -1.369
P -1.111 -1.877 -1.274
C 4.372 1.196 -0.681
C 5.783 1.384 -1.273
H 4.352 1.564 0.357
H 3.619 1.744 -1.270
H 6.084 2.440 -1.217
H 6.528 0.798 -0.715
H 5.837 1.077 -2.330
C 3.418 -0.785 -2.405
C 4.471 -1.578 -3.201
H 3.236 0.208 -2.848
H 2.484 -1.356 -2.438
H 4.168 -1.631 -4.258
H 5.466 -1.113 -3.151
H 4.544 -2.609 -2.817
C 2.621 -0.815 0.600
C 3.259 -1.582 1.780
H 1.793 -1.378 0.155
H 2.246 0.170 0.919
H 2.524 -2.261 2.242
H 4.113 -2.190 1.431
H 3.624 -0.894 2.558
C -0.701 -3.150 -0.004
C -1.583 -4.388 0.027
H -0.704 -2.656 0.972
H 0.342 -3.436 -0.204
H -2.559 -4.194 0.476
H -1.736 -4.828 -0.960
H -1.088 -5.145 0.641
C 0.259 -2.070 -2.476
C -0.092 -2.184 -3.946
H 0.894 -2.894 -2.121
H 0.810 -1.115 -2.345
H -0.922 -2.874 -4.129
H -0.339 -1.197 -4.353
H 0.793 -2.545 -4.491
C -2.678 -2.335 -1.998
C -3.926 -2.106 -1.116
H -2.595 -3.405 -2.253
H -2.803 -1.779 -2.938
H -4.830 -2.173 -1.746
H -4.042 -2.877 -0.332
H -3.938 -1.117 -0.632
Cl -0.053 3.228 3.737
C -0.613 1.769 3.047
C -1.114 0.719 3.815
C -1.560 -0.422 3.178
C -1.576 -0.464 1.792
N -0.953 0.487 1.081
C -0.566 1.645 1.646
H -1.128 0.831 4.892
H -1.925 -1.289 3.727
H -2.076 -1.263 1.254
H -0.213 2.458 1.000
*
```

***

Record 2
# C16H31NO2

An isolated molecule of C16H31NO2 (ωB97M-V with the def2-TZVPD basis set, OMol25).

The SMILES is CCCCCCC(=O)OC1CC(C)(C)NC(C)(C)C1. For the energy relative to the best compared isomer or geometry (same formula, charge and spin), the calculation gives 8.0 kJ/mol. For the orbital gap, the calculation gives 9.435 eV. The largest force on an atom is 0.90 eV/A.

ORCA input file:
```
! RIJCOSX wB97M-V def2-TZVPD def2/J DEFGRID3
* xyz 0 1
C 6.105 1.992 0.093
C 5.198 0.850 0.534
C 4.218 0.446 -0.565
C 3.309 -0.701 -0.130
C 2.334 -1.107 -1.232
H 2.894 -1.416 -2.117
H 1.716 -0.251 -1.507
C 1.427 -2.259 -0.791
C 0.561 -1.865 0.387
O 0.525 -2.453 1.437
O -0.159 -0.779 0.110
C -1.001 -0.249 1.147
C -0.980 1.274 1.035
H -1.212 1.695 2.014
H 0.035 1.577 0.773
C -1.987 1.809 -0.023
N -2.490 0.768 -0.906
H -1.738 0.506 -1.534
C -3.057 -0.451 -0.332
C -2.419 -0.804 1.032
H -3.002 -0.378 1.850
H -2.395 -1.886 1.165
C -2.806 -1.584 -1.335
H -1.740 -1.762 -1.458
H -3.273 -2.505 -0.996
H -3.227 -1.316 -2.302
C -4.579 -0.302 -0.183
H -4.843 0.451 0.550
H -5.014 -1.250 0.126
H -5.007 -0.013 -1.139
C -1.283 2.829 -0.925
H -0.447 2.367 -1.447
H -0.905 3.662 -0.337
H -1.983 3.209 -1.665
C -3.150 2.521 0.678
H -3.928 2.748 -0.045
H -3.572 1.911 1.472
H -2.800 3.452 1.119
H -0.567 -0.564 2.105
H 0.770 -2.545 -1.616
H 2.019 -3.126 -0.498
H 3.920 -1.563 0.147
H 2.747 -0.401 0.759
H 4.778 0.145 -1.454
H 3.606 1.309 -0.838
H 5.808 -0.013 0.807
H 4.638 1.153 1.422
H 6.793 2.265 0.890
H 6.688 1.702 -0.779
H 5.516 2.869 -0.167
*
```

***

Record 3
# C36H45N7PS5W

A structure of composition C36H45N7PS5W (ωB97M-V with the def2-TZVPD basis set, OMol25).

For the energy relative to the best compared isomer or geometry (same formula, charge and spin), the calculation gives 0.0 kJ/mol. For the orbital gap (alpha / beta), the calculation gives 6.252 / 6.253 eV. The largest force on an atom is 0.44 eV/A.

ORCA input file:
```
! RIJCOSX wB97M-V def2-TZVPD def2/J DEFGRID3
* xyz 1 1
W -0.777 -0.688 -0.431
S 0.756 -2.339 0.529
C 1.444 -3.017 -0.957
C 2.714 -3.600 -0.934
C 3.265 -4.160 -2.069
C 2.559 -4.186 -3.269
C 1.288 -3.645 -3.317
C 0.763 -3.045 -2.180
S -0.911 -2.445 -2.128
C -1.292 -1.247 -3.457
C -2.525 -0.528 -2.968
C -3.583 -0.245 -3.809
C -4.684 0.428 -3.293
C -4.709 0.761 -1.952
C -3.629 0.417 -1.147
C -3.693 0.652 0.332
S -2.103 0.415 1.242
C -2.707 -0.722 2.452
C -3.070 -0.285 3.717
C -3.658 -1.186 4.590
C -3.855 -2.504 4.181
C -3.488 -2.925 2.916
C -2.914 -2.027 2.011
S -2.548 -2.470 0.360
N -2.547 -0.177 -1.665
H 3.272 -3.584 -0.006
H 4.259 -4.586 -2.023
H 2.990 -4.641 -4.150
H 0.710 -3.681 -4.233
H -1.484 -1.742 -4.407
H -0.472 -0.539 -3.556
H -3.546 -0.551 -4.844
H -5.522 0.671 -3.931
H -5.562 1.262 -1.517
H -4.392 -0.072 0.753
H -4.066 1.655 0.543
H -2.887 0.743 4.002
H -3.965 -0.867 5.577
H -4.307 -3.214 4.862
H -3.654 -3.949 2.609
C -0.067 4.805 -0.021
N 1.217 4.033 -0.357
C 1.489 4.186 -1.858
N 0.369 3.791 -2.631
C -0.811 4.555 -2.243
N -1.138 4.373 -0.838
C -1.470 2.956 -0.568
P -0.096 1.619 -0.961
C 1.152 2.583 0.034
C 0.156 2.337 -2.645
H 0.164 5.858 -0.193
H -0.265 4.626 1.036
H 1.990 4.461 0.153
H 2.367 3.578 -2.079
H 1.712 5.244 -2.013
H -1.655 4.233 -2.850
H -0.624 5.614 -2.436
H -2.365 2.720 -1.153
H -1.741 2.882 0.489
H 2.146 2.177 -0.143
H 0.919 2.512 1.100
H -0.705 2.122 -3.284
H 1.033 1.873 -3.089
C 2.143 -0.408 -3.771
C 2.918 -0.355 -2.484
C 4.277 -0.624 -2.580
C 5.099 -0.650 -1.470
C 4.542 -0.379 -0.238
C 3.190 -0.082 -0.089
C 2.734 0.248 1.302
C 2.340 -0.090 -1.217
N 0.951 0.179 -1.081
H 2.772 -0.816 -4.561
H 1.798 0.566 -4.119
H 1.289 -1.065 -3.681
H 4.690 -0.837 -3.559
H 6.151 -0.881 -1.565
H 5.165 -0.391 0.649
H 3.249 -0.412 2.003
H 1.659 0.148 1.427
H 3.005 1.266 1.591
C -0.691 -1.554 6.206
N -0.252 -0.269 5.674
C 0.344 -0.085 4.477
S 0.117 1.357 3.620
N 1.099 -1.081 3.982
C 1.842 -2.071 4.746
H -1.688 -1.428 6.622
H -0.032 -1.935 6.985
H -0.762 -2.283 5.401
H -0.741 0.549 5.996
H 1.383 -0.939 3.027
H 1.943 -1.747 5.778
H 2.842 -2.150 4.321
H 1.375 -3.056 4.721
*
```

***

Record 4
# C4H11N2O

The ion C4H11N2O with charge +1 (ωB97M-V with the def2-TZVPD basis set, OMol25).

The SMILES is [NH3+]CCNCC=O. For the energy relative to the best compared isomer or geometry (same formula, charge and spin), the calculation gives 173.0 kJ/mol. For the orbital gap, the calculation gives 10.246 eV. The largest force on an atom is 1.66 eV/A.

ORCA input file:
```
! RIJCOSX wB97M-V def2-TZVPD def2/J DEFGRID3
* xyz 1 1
N 1.260 -1.238 -0.616
C 1.105 0.189 -1.061
C -0.404 0.421 -1.355
N -1.162 0.041 -0.190
C -1.147 0.731 1.075
C -0.199 0.196 2.160
O 0.394 -0.850 2.054
H 0.370 -1.745 -0.672
H 1.427 -1.268 0.387
H 1.926 -1.772 -1.144
H 1.270 0.859 -0.214
H 1.751 0.422 -1.899
H -0.720 -0.171 -2.206
H -0.524 1.477 -1.608
H -2.049 -0.381 -0.382
H -0.907 1.809 0.991
H -2.127 0.598 1.541
H -0.262 0.684 3.139
*
```

***

Record 5
# C3H4N2O2

An isolated molecule of C3H4N2O2 (ωB97M-V with the def2-TZVPD basis set, OMol25).

The SMILES is Cc1onnc1O. For the energy relative to the best compared isomer or geometry (same formula, charge and spin), the calculation gives 393.1 kJ/mol. For the orbital gap, the calculation gives 10.108 eV. The largest force on an atom is 3.38 eV/A.

ORCA input file:
```
! RIJCOSX wB97M-V def2-TZVPD def2/J DEFGRID3
* xyz 0 1
C 1.993 0.596 -0.439
C 0.558 0.300 -0.379
C -0.409 0.328 0.618
H 2.722 -0.181 -0.663
H 2.048 1.314 -1.234
H 2.404 1.161 0.307
H -1.280 0.659 2.281
N -1.016 -1.098 -0.891
N -1.338 -0.687 0.240
O 0.116 -0.517 -1.317
O -0.399 0.792 1.951
*
```